[1]
Entry from OMol25: an isolated molecule of C2H9N3S at a distorted geometry (the ωB97M-V functional and the def2-TZVPD basis).

Summary:
- energy above the lowest of the compared OMol25 structures with the same formula, charge and spin (kJ/mol) = 165.2
- net charge = 0
- maximum force (eV Å⁻¹) = 4.50
- SMILES string = CN(C)[SH](=N)=N
- molar mass (g/mol) = 107.2
- lowest unoccupied orbital energy (eV) = 0.7
- Kohn-Sham gap (Eh) = 0.3544
- E (hartree) = -643.86846
- HOMO energy (eV) = -8.94
- multiplicity = 1

```
15
Properties=species:S:1:pos:R:3:nbo_charge:R:1
C 1.21698 0.17183 0.85541 -0.44
C -0.45021 1.36766 -0.35176 -0.43
N 0.18275 -2.24902 -1.15819 -1.11
N -2.18402 -1.16155 -0.83022 -1.11
N -0.10499 0.32712 0.55142 -0.55
S -0.79229 -1.38283 -0.37053 1.70
H 1.32880 -0.69937 1.57641 0.20
H 1.90372 0.00867 0.03008 0.17
H 1.58161 1.04503 1.44448 0.21
H -0.10967 2.33034 -0.20638 0.21
H -0.05939 1.05309 -1.42413 0.15
H -1.48412 1.42815 -0.37369 0.20
H 0.76039 -1.73172 -1.81417 0.38
H -2.80663 -0.59209 -0.25964 0.40
H -0.59761 -2.04742 0.83928 0.00
```


[2]
Entry from OMol25: the ion CH14NSi4 with charge +1 at a distorted geometry (the ωB97M-V functional and the def2-TZVPD basis).

Summary:
- energy above the lowest of the compared OMol25 structures with the same formula, charge and spin (kJ/mol) = 197.1
- net charge = +1
- maximum force (eV Å⁻¹) = 3.62
- SMILES string = [NH3+]C([SiH2][SiH3])[SiH2][SiH3]
- molar mass (g/mol) = 152.5
- lowest unoccupied orbital energy (eV) = -3.6
- Kohn-Sham gap (Eh) = 0.3645
- E (hartree) = -1258.82286
- HOMO energy (eV) = -13.53
- multiplicity = 1

```
20
Properties=species:S:1:pos:R:3:nbo_charge:R:1
C 0.13112 -0.15736 -0.03628 -0.75
N -1.14179 0.64372 -0.31854 -0.72
Si -1.43912 -0.48941 3.33171 0.35
Si 1.12096 -0.38277 -3.43745 0.38
Si 0.44551 0.00949 1.84774 0.63
Si 1.71792 0.57207 -1.41473 0.60
H 0.00140 -1.14557 -0.27286 0.22
H -1.72239 0.26999 -1.04921 0.44
H -1.80570 0.57425 0.54114 0.45
H -0.82688 1.60859 -0.57111 0.45
H -2.33154 -1.24895 2.45270 -0.15
H -2.51215 0.30379 3.88681 -0.09
H -1.01763 -1.46666 4.28259 -0.09
H 1.32187 0.67098 -4.40428 -0.10
H 1.85802 -1.74707 -3.73179 -0.05
H -0.36573 -0.73427 -3.49872 -0.11
H 0.94303 1.36465 2.04299 -0.13
H 1.45336 -1.13711 1.98860 -0.09
H 2.90961 0.58385 -0.58767 -0.08
H 1.26013 1.90781 -1.05165 -0.16
```


[3]
Entry from OMol25: a structure of composition C39H38GeN4O9SSeSr at a distorted geometry (the ωB97M-V functional and the def2-TZVPD basis).

Summary:
- energy above the lowest of the compared OMol25 structures with the same formula, charge and spin (kJ/mol) = 0.0
- net charge = -2
- maximum force (eV Å⁻¹) = 1.27
- molar mass (g/mol) = 978.0
- lowest unoccupied orbital energy (eV) = 3.3
- Kohn-Sham gap (Eh) = 0.2428
- E (hartree) = -7312.66657
- HOMO energy (eV) = -3.27
- multiplicity = 1

```
94
Properties=species:S:1:pos:R:3:mulliken_charge:R:1
Sr -0.14142 -2.16753 -2.04999 1.97
C -3.66718 -1.09492 0.84427 -1.98
C -2.52620 -2.09601 0.72936 2.38
C -2.11785 -2.62885 2.09465 -1.75
O -1.37221 -1.44257 0.17259 1.16
C -2.92143 -3.22109 -0.26437 -0.03
O -2.72307 -4.40648 0.13397 -0.85
O -3.44640 -2.86985 -1.32377 -0.76
H -3.37537 -0.25663 1.48245 0.28
H -4.54599 -1.57908 1.27538 0.55
H -3.92152 -0.71778 -0.14490 0.41
H -1.61243 -1.83610 2.64909 0.31
H -1.45595 -3.48423 1.98549 0.28
H -2.99320 -2.96045 2.65671 0.40
H -1.66526 -0.56757 -0.16568 -0.69
C 3.59782 -2.27447 5.44407 -1.61
C 3.33093 -2.63601 4.00876 1.20
C 2.04607 -2.93691 3.57095 -0.66
C 1.79811 -3.25851 2.24564 -0.34
C 2.84041 -3.28703 1.33539 -0.65
C 4.13078 -2.99670 1.75583 -0.63
C 4.36981 -2.67379 3.08262 -0.59
S 2.49671 -3.54386 -0.40266 1.43
O 1.35773 -4.45959 -0.40991 -0.60
O 3.73811 -4.05132 -0.96278 -0.85
N 2.03258 -2.16654 -0.94485 -0.08
C 3.03926 -1.35520 -1.62563 -0.36
C 2.39261 -0.34393 -2.58933 0.25
O 2.97660 0.73236 -2.76648 -0.82
O 1.31344 -0.72152 -3.13911 -0.86
H 2.67830 -2.29167 6.02864 0.36
H 4.02714 -1.27433 5.52593 0.32
H 4.30210 -2.97158 5.90364 0.37
H 1.22078 -2.90692 4.27401 0.28
H 0.79429 -3.47014 1.90646 0.31
H 4.93572 -3.02771 1.03504 0.47
H 5.37983 -2.44131 3.40394 0.33
H 3.70269 -1.99095 -2.22349 0.53
H 3.66942 -0.80419 -0.91896 0.10
Se -1.04690 -5.89813 -1.36577 0.49
N -0.10407 -6.96620 -2.40903 -0.95
C 0.31300 -6.25435 -3.44082 0.58
C 1.12118 -6.70798 -4.51090 -0.57
C 1.49197 -5.79494 -5.45049 -0.41
C 1.05377 -4.44656 -5.33919 -0.41
N 0.28479 -3.97745 -4.39632 -0.25
C -0.07943 -4.87859 -3.43827 0.74
N -0.85215 -4.49945 -2.42559 -0.52
H 1.44235 -7.74156 -4.54770 0.44
H 2.13039 -6.06971 -6.28033 0.35
H 1.36714 -3.72942 -6.09198 0.42
O -1.92847 1.07501 -0.97611 -0.31
C -1.46479 0.76059 -2.10938 0.39
O -1.52011 -0.39417 -2.57641 -1.28
C -0.75456 1.85163 -2.89293 -0.28
C -1.04616 3.25723 -2.37942 -1.39
Ge -1.02667 3.42770 -0.42165 2.17
C -2.76702 3.74546 0.44498 -0.23
C -2.82272 4.43529 1.65385 -0.28
C -4.03266 4.72304 2.26916 -0.73
C -5.22201 4.34066 1.66842 -0.38
C -5.18837 3.66052 0.46004 -0.71
C -3.97234 3.36062 -0.13885 -0.25
C -0.23775 5.26912 -0.17036 -0.51
C -0.77788 6.34626 -0.87504 -0.25
C -0.30102 7.63870 -0.71905 -0.69
C 0.74306 7.88903 0.16112 -0.37
C 1.29589 6.83685 0.87360 -0.66
C 0.80772 5.54641 0.70620 0.02
C 0.15684 2.30887 0.64347 0.14
C 1.47370 2.08953 0.24972 -0.17
C 2.31717 1.28775 1.00471 -0.82
C 1.85173 0.68192 2.16094 -0.21
C 0.53807 0.88222 2.55771 -0.39
C -0.30013 1.68922 1.80331 -0.56
H -1.03468 1.73398 -3.94211 0.55
H 0.31311 1.61348 -2.85341 -0.18
H -2.04243 3.57780 -2.70146 0.47
H -0.33393 3.97751 -2.78512 0.52
H -1.90125 4.75795 2.12656 0.40
H -4.04665 5.24903 3.21655 0.37
H -6.17030 4.56713 2.14212 0.36
H -6.11209 3.34348 -0.01008 0.37
H -3.95445 2.78293 -1.05167 0.33
H -1.60014 6.17402 -1.56331 0.29
H -0.74329 8.45302 -1.28200 0.37
H 1.12244 8.89657 0.28778 0.35
H 2.11273 7.01912 1.56243 0.38
H 1.25722 4.73612 1.26919 0.25
H 1.85401 2.51842 -0.67085 0.48
H 3.32943 1.11524 0.66523 0.31
H 2.49871 0.02682 2.73011 0.23
H 0.15716 0.38330 3.44104 0.28
H -1.33489 1.80995 2.10439 0.14
```


[4]
Entry from OMol25: a cluster of 2 separate species, C2H3F3O in total at a distorted geometry (the ωB97M-V functional and the def2-TZVPD basis).

Summary:
- energy above the lowest of the compared OMol25 structures with the same formula, charge and spin (kJ/mol) = 386.9
- net charge = 0
- maximum force (eV Å⁻¹) = 1.59
- molar mass (g/mol) = 100.0
- lowest unoccupied orbital energy (alpha / beta) (eV) = 0.5 / -0.7
- Kohn-Sham gap (alpha / beta) (Eh) = 0.3770 / 0.2542
- E (hartree) = -452.70639
- HOMO energy (alpha / beta) (eV) = -9.72 / -7.59
- multiplicity = 1

```
9
Properties=species:S:1:pos:R:3:nbo_charge:R:1
C 1.43282 0.30628 0.18764 -0.06
C -1.60638 0.06330 0.01497 0.90
O 1.82977 -0.94897 0.11977 -0.64
F -2.09913 0.79601 1.03602 -0.34
F -2.10119 -1.18692 0.09687 -0.34
F -1.99512 0.61706 -1.14912 -0.34
H 1.33234 0.92216 -0.69167 0.16
H 1.29230 0.70510 1.17337 0.17
H 1.91459 -1.27401 -0.78784 0.49
```


Question: Among the records above, which one has the highest net charge?
Answer: CH14NSi4


Question: The highest maximum force belongs to which entry?
Answer: C2H9N3S